Record 1
Molecular formula: C49H63IIn
Method: DFT, wB97M-V/def2-TZVPD

Geometry as XYZ:
```
114
Properties=species:S:1:pos:R:3:forces:R:3:lowdin_charge:R:1
I 0.8207 0.6684 0.9768 0.47 0.05 -0.39 0.71
In 1.3256 0.4315 -2.6551 -0.42 -0.18 0.03 0.36
C 0.1153 -1.6912 5.5029 -0.05 0.06 0.04 -0.09
C -2.7167 -3.7062 5.8433 -0.05 -0.03 0.01 -0.08
C -3.4707 2.7694 -1.9883 0.92 0.84 1.74 -0.09
C -3.7064 -0.4794 -6.9054 -0.04 -0.05 0.00 -0.09
C 0.7639 9.1239 -3.7855 -0.05 0.03 0.02 -0.10
C -5.0327 -1.6766 -5.2903 0.02 0.02 -0.09 -0.10
C -0.6274 10.8262 -2.8008 0.02 -0.07 -0.05 -0.11
C 0.6243 10.3864 -3.2189 -0.08 -0.03 -0.01 -0.10
C 4.6415 -1.8849 5.2109 -0.02 0.01 -0.07 -0.10
C 5.2528 -2.8091 4.3696 -0.06 0.04 -0.02 -0.10
C 7.3199 -4.2243 -0.7593 -0.05 0.05 -0.01 -0.10
C 5.6586 -2.5185 -0.3887 0.07 -0.06 -0.05 -0.09
C -2.2129 0.5538 -1.8799 -0.26 -0.01 -0.31 -0.24
C -3.4478 -4.1671 4.7535 0.00 -0.09 0.10 -0.08
C -1.2775 -1.1005 7.8404 0.07 -0.02 -0.05 -0.10
C -0.9196 -0.7603 5.4803 0.11 0.07 0.11 -0.10
C -2.1694 -1.7379 -0.5173 -0.97 -0.52 -0.20 -0.09
C 4.7412 1.6434 -1.2244 -0.51 0.83 0.66 -0.13
C -2.7685 -5.9129 6.8103 -0.03 0.09 -0.07 -0.10
C -4.6219 -2.6371 -7.4613 0.02 0.07 0.04 -0.11
C 3.1492 -1.2493 3.4278 0.01 -0.01 0.08 -0.11
C -2.2903 -1.0324 -1.9385 -0.08 0.48 -0.26 -0.36
C -2.3752 -4.5797 6.8706 -0.12 -0.17 -0.05 -0.09
C 0.4538 -2.3259 6.6940 -0.06 0.10 0.02 -0.09
C -3.8458 -5.4992 4.6955 0.04 0.03 0.06 -0.10
C -3.5073 -6.3712 5.7245 0.01 0.03 -0.01 -0.11
C -2.7268 3.7757 -1.3596 -0.47 -0.98 -1.44 -0.31
C 5.2150 -2.6656 -1.6984 -0.01 0.00 -0.01 -0.07
C -3.5551 1.2751 -1.4132 0.23 1.17 -0.14 -0.18
C 3.3257 1.8735 -0.5039 0.20 -0.19 1.17 -0.42
C -5.2042 -2.7139 -6.2006 0.03 0.05 -0.02 -0.10
C -4.2857 -0.5580 -5.6438 -0.03 -0.03 -0.01 -0.09
C -0.2389 -2.0274 7.8638 -0.02 0.12 -0.14 -0.12
C -1.7393 10.0050 -2.9541 0.06 -0.02 -0.02 -0.10
C -1.6186 -0.4685 6.6486 0.15 0.05 0.00 -0.11
C -0.3465 8.2992 -3.9305 -0.02 0.06 0.00 -0.09
C -3.8702 -1.5206 -7.8127 -0.07 -0.01 0.08 -0.10
C 4.8118 -2.9535 3.0582 -0.05 0.02 0.08 -0.10
C -2.2409 5.0009 -2.2465 -0.86 0.05 0.55 -0.11
C 3.5929 -1.1023 4.7383 0.09 -0.09 -0.03 -0.10
C -1.5990 8.7412 -3.5174 0.05 0.05 -0.01 -0.10
C -2.3050 3.7779 0.1652 -0.07 -0.26 -0.59 -0.08
C 6.7085 -3.3010 0.0827 0.01 -0.01 -0.14 -0.11
C 3.7564 -2.1772 2.5885 0.03 0.00 0.12 -0.09
C -1.2676 -1.5709 -3.0419 0.21 -1.12 0.98 -0.28
C 5.8232 -3.5927 -2.5385 0.05 0.00 0.09 -0.09
C 0.2712 -1.5985 -2.6042 0.03 -0.23 -0.90 -0.32
C 6.8785 -4.3682 -2.0702 -0.04 0.04 0.03 -0.11
C 2.3596 0.6120 -0.6138 1.49 0.28 -0.65 -0.80
H 0.4706 -2.1285 -1.6220 -0.48 0.54 -1.06 0.01
H 1.7393 8.7819 -4.1136 -0.07 0.01 0.04 0.10
H 8.1408 -4.8316 -0.3932 -0.04 0.03 -0.02 0.09
H 3.1199 -0.3773 5.3921 0.01 -0.05 -0.05 0.10
H -3.4126 -1.4620 -8.7941 -0.02 0.00 0.06 0.10
H 4.3949 -2.0575 -2.0652 0.04 -0.01 0.02 0.10
H -4.4769 0.7443 -1.8015 1.00 0.54 0.40 0.10
H -3.8190 -7.4093 5.6799 0.03 0.06 -0.01 0.09
H -2.4999 -6.5944 7.6101 -0.02 0.03 -0.04 0.10
H 4.9834 -1.7736 6.2342 -0.01 0.00 -0.05 0.09
H -1.1568 5.2796 -2.0414 -1.40 -0.40 -0.06 0.08
H -1.9731 0.9072 -2.9390 -0.34 -0.36 1.43 0.08
H -1.3681 0.9433 -1.2268 -1.01 -0.62 -0.84 0.04
H 6.0732 -3.4167 4.7363 -0.05 0.03 -0.02 0.10
H 2.5682 0.5635 -3.9387 0.01 -0.15 0.20 -0.13
H 0.6573 -1.9211 4.5926 -0.04 0.01 0.07 0.10
H 7.0509 -3.1902 1.1054 0.01 0.03 -0.08 0.09
H -2.3275 4.7837 -3.3566 0.02 0.12 1.39 0.07
H -1.8029 -4.2217 7.7180 -0.05 -0.01 -0.08 0.09
H 2.8310 2.8526 -0.8260 0.57 -1.42 0.18 0.10
H 4.6821 1.7164 -2.3493 0.00 -0.46 1.24 0.06
H -3.2111 3.4624 0.7739 1.20 0.39 -0.59 0.08
H -3.7085 -3.4880 3.9492 0.03 -0.04 0.04 0.10
H -5.7915 -3.5839 -5.9271 0.05 0.05 -0.01 0.10
H -1.3989 -0.9670 -3.9892 0.11 -0.65 1.01 0.09
H 5.4747 -3.7097 -3.5585 0.01 0.03 0.06 0.10
H -2.9247 5.8863 -1.9993 1.14 -0.85 -0.37 0.07
H -1.1817 -0.2635 4.5527 0.03 -0.05 0.03 0.11
H -1.8202 -0.8712 8.7510 0.02 -0.01 -0.05 0.10
H 7.3570 -5.0864 -2.7276 -0.03 0.04 0.04 0.10
H -3.6022 1.3131 -0.2749 -0.05 -0.11 -1.39 0.10
H 3.4080 -2.2944 1.5683 -0.04 0.02 0.08 0.10
H 3.0070 -0.3092 -0.3960 -1.05 1.13 0.02 -0.01
H 1.4910 11.0278 -3.1029 -0.05 -0.04 0.00 0.10
H -2.4286 0.2527 6.6299 0.05 -0.05 0.00 0.10
H -2.8346 -2.6714 -0.5574 1.01 1.06 0.14 0.07
H -5.4820 -1.7392 -4.3055 0.05 0.01 -0.04 0.10
H 5.1753 0.6691 -0.8462 -0.41 1.00 -0.74 0.06
H -2.6201 -1.0969 0.3155 0.79 -0.68 -1.11 0.07
H 5.1858 -1.7944 0.2655 0.06 -0.03 -0.06 0.08
H -0.2363 7.3124 -4.3660 -0.01 0.05 0.04 0.10
H -1.9795 4.8184 0.4842 -0.49 -1.21 -0.45 0.07
H -0.7361 11.8094 -2.3566 0.01 -0.05 -0.03 0.10
H -2.4118 -2.6668 5.8920 -0.08 -0.26 0.00 0.07
H 1.2588 -3.0528 6.7106 -0.04 0.06 -0.03 0.11
H -3.9901 3.0311 -2.9654 1.17 -0.68 1.02 0.10
H 0.1381 1.7805 -2.9296 0.54 -0.25 0.16 -0.08
H -2.4654 8.0999 -3.6347 0.07 0.02 0.03 0.10
H -1.5649 -2.6580 -3.2680 0.16 1.39 0.12 0.10
H -4.4198 -5.8570 3.8477 0.04 0.02 0.04 0.10
H 5.2898 -3.6717 2.4020 -0.09 0.02 0.06 0.08
H 2.3298 -0.6404 3.0588 0.13 -0.07 0.01 0.00
H 0.0299 -2.5172 8.7936 -0.02 0.02 -0.05 0.10
H -1.1301 -2.0765 -0.2389 -1.10 0.66 -0.33 0.05
H 0.8150 -2.2158 -3.4059 -0.67 0.73 1.08 0.02
H 5.4259 2.4876 -0.8697 -0.78 -1.13 -0.48 0.07
H -2.7164 10.3499 -2.6335 0.07 -0.03 -0.01 0.10
H -3.1258 0.3940 -7.1814 -0.01 -0.07 0.04 0.10
H -4.1548 0.2525 -4.9350 0.03 -0.07 -0.02 0.10
H 3.5626 2.0058 0.6116 -0.18 0.03 -1.39 0.07
H -1.4406 3.0751 0.3965 -1.04 0.77 -0.38 0.04
H -3.3406 -1.2815 -2.3319 1.29 0.36 0.46 0.11
H -4.7536 -3.4471 -8.1703 0.02 0.04 0.05 0.09
```
Positions in Å, forces in eV/Å.

Its relative energy (zero: lowest compared OMol25 entry of this formula, charge and spin) is 181.2 kJ/mol. As for the HOMO energy: -0.1754 Eh. As for the charge: -1. The energy comes out at -65106.384 eV. The HOMO-LUMO gap is 7.06 eV.

---

Record 2
Molecular formula: H22NO9
Method: DFT, wB97M-V/def2-TZVPD

Geometry as XYZ:
```
32
Properties=species:S:1:pos:R:3:forces:R:3:lowdin_charge:R:1
O 1.9757 -1.2288 1.4645 0.52 0.96 0.01 -0.09
O 1.0565 -2.8405 -1.0968 -0.18 1.27 -0.48 -0.05
O -1.3848 -0.5562 2.6048 -0.31 0.38 -1.23 -0.02
O 0.4287 2.0176 2.1936 0.41 0.17 -0.50 -0.02
O 1.7400 1.6373 -2.9140 -1.79 1.43 0.24 0.00
O -1.7809 0.0507 -2.7744 2.67 3.19 1.61 0.00
O 2.7108 1.7884 -0.2115 -0.17 -0.16 0.97 -0.05
O -2.7471 1.3734 1.3035 0.36 -0.72 0.48 -0.11
O -3.0149 -2.0337 -0.8690 0.76 -0.95 -0.40 -0.02
N -0.1046 0.1877 -0.3624 1.32 2.58 -0.95 0.36
H -0.8189 -0.7498 3.3251 0.82 -0.49 1.25 0.05
H 2.0901 1.6079 -2.0414 0.46 -0.16 0.72 -0.04
H -3.2385 -1.3450 -0.2758 -0.83 1.38 0.75 0.00
H -2.3815 2.2551 1.5400 -0.27 -1.23 0.24 0.05
H -2.3247 0.8315 -2.6267 0.18 0.30 -0.12 0.06
H -2.5149 0.6602 1.9846 -0.03 2.39 -1.11 0.02
H -2.1025 -1.1793 2.6562 -0.39 -0.62 0.23 0.07
H 3.0377 2.0373 0.6747 -0.13 -0.04 -0.81 0.07
H 1.1681 -2.7473 -2.0609 -0.01 -0.54 0.65 0.06
H 0.3600 -0.2577 -1.1043 0.33 -0.53 -2.06 0.09
H 2.2793 -1.2833 0.5279 0.07 0.11 1.18 0.04
H 0.1667 1.2594 2.7025 -0.58 -0.52 0.35 0.01
H 0.4962 0.9997 -0.1096 -0.75 -0.49 0.45 0.12
H -2.3876 -0.5402 -3.0646 -2.81 -3.37 -1.37 -0.02
H 2.5405 -0.5839 1.9740 -0.63 -1.18 -1.24 0.07
H 3.4472 1.9245 -0.8067 0.54 0.21 -0.03 0.06
H -1.0444 0.4161 -0.5849 -1.15 0.65 -0.72 0.09
H 1.3815 2.0100 2.3137 0.12 0.38 0.07 0.03
H 1.2928 -3.7244 -0.8312 0.18 -0.49 -0.15 0.05
H -2.3566 -2.5104 -0.3513 0.04 -0.43 -0.32 0.04
H 2.1687 1.0303 -3.4661 1.11 -1.35 -1.07 0.02
H -0.1386 -0.5070 0.2867 0.15 -2.14 3.39 0.05
```
Positions in Å, forces in eV/Å.

Its relative energy (zero: lowest compared OMol25 entry of this formula, charge and spin) is 264.5 kJ/mol. As for the HOMO energy: -0.5235 Eh. As for the charge: +1. The energy comes out at -20268.540 eV. The HOMO-LUMO gap is 10.97 eV.

---

Record 3
Molecular formula: C5H10NO
Method: DFT, wB97M-V/def2-TZVPD

Geometry as XYZ:
```
17
Properties=species:S:1:pos:R:3:forces:R:3:lowdin_charge:R:1
O 2.3709 -0.9221 -1.3756 0.49 -1.19 -0.15 -0.40
N 1.8046 1.2350 0.2865 1.36 -1.24 0.31 -0.01
C 1.3049 -1.2509 -0.5909 1.88 3.05 -0.17 -0.47
C 0.8149 0.2207 -0.2074 -0.83 0.35 1.69 -0.37
C -2.6997 -0.1117 -0.1155 0.73 1.47 -1.40 -0.03
C -1.5622 0.6224 -0.0123 -3.04 -0.86 0.39 -0.23
C -0.4323 0.2392 0.8325 1.22 -0.46 -1.55 -0.19
H 0.5741 0.6072 -1.2178 -0.53 -0.22 0.59 0.11
H 1.7846 1.3635 1.3007 -0.51 -0.33 -0.20 0.03
H 2.7461 0.8103 0.1499 -0.73 0.30 -0.62 0.05
H -1.5344 1.5907 -0.5110 0.19 -0.13 0.04 0.10
H 0.4985 -1.7223 -1.1548 -0.76 -0.39 0.08 0.07
H -0.5067 -0.8179 1.1557 -0.29 0.62 0.26 0.10
H -3.5114 0.1510 -0.8033 0.29 0.28 0.23 0.03
H 1.5766 -1.8685 0.2977 -0.32 0.01 0.21 0.08
H -0.4119 0.9409 1.6930 0.65 -0.40 -0.44 0.10
H -2.8166 -1.0875 0.2726 0.21 -0.87 0.76 0.02
```
Positions in Å, forces in eV/Å.

Its relative energy (zero: lowest compared OMol25 entry of this formula, charge and spin) is 128.3 kJ/mol. As for the HOMO energy: -0.0828 Eh. The SMILES is C=CC[C@@H](N)C[O-]. As for the charge: -1. The energy comes out at -8882.788 eV. The HOMO-LUMO gap is 6.19 eV.

---

Look up the charge of the third one.
-1

---

What is the relative energy (zero: lowest compared OMol25 entry of this formula, charge and spin) in the first record?
181.2 kJ/mol

---

Which value of energy does entry 3 give?
-8882.788 eV